# C5H10N4

C5H10N4 as an isolated structure at a distorted geometry (ωB97M-V/def2-TZVPD, OMol25).

Structure (ORCA input):
```
! wB97M-V def2-TZVPD RIJCOSX def2/J DEFGRID3
* xyz 0 1
C 3.396 -0.263 0.254
C 1.987 0.275 -0.070
C -0.476 1.402 -0.558
C -1.005 2.291 0.361
C -1.230 -0.914 0.003
H 3.179 -0.771 1.855
H 3.685 -1.214 -0.495
H 4.804 0.930 0.543
H 1.868 1.358 -0.345
H -0.214 1.626 -1.680
H -1.432 1.525 1.075
H -1.715 3.223 -0.130
H -2.725 0.254 -0.626
H -3.208 -1.051 0.689
H -0.364 -3.010 -0.597
N 1.052 -0.513 -0.248
N -0.153 0.029 -0.135
N -2.511 -0.129 0.427
N -1.233 -2.189 -0.077
*
```

Output
Kohn-Sham gap = 8.42 eV
Energy relative to the best compared isomer or geometry (same formula, charge and spin) = 295.4 kcal/mol
E_HOMO = -0.3167 Eh